(1)
Computed, not measured: a 4-piece molecular cluster, C3H15N2O4S overall, with wB97M-V/def2-TZVPD.

The value obtained for the LUMO energy is -2.93 eV. For the HOMO energy, the calculation gives -12.55 eV.

ORCA input file:
```
! wB97M-V def2-TZVPD RIJCOSX def2/J DEFGRID3
* xyz 1 1
N 0.9885 0.0845 -0.6422
C 0.1378 0.7833 0.3908
C 0.2556 -0.0642 1.6213
S 1.8292 0.4229 2.5924
C -1.3024 0.8504 -0.3745
N -2.1912 1.7480 0.2208
O -1.5173 0.2013 -1.3547
H 0.9170 0.6457 -1.5131
H 1.9821 0.1556 -0.4626
H 0.5794 -0.8938 -0.7430
H 0.5002 1.7882 0.5068
H -0.5168 -0.0737 2.3685
H 0.1017 -1.1043 1.2716
H 1.8045 -0.2058 3.7037
H -3.0587 2.0745 -0.2144
H -1.8809 2.2988 1.0391
H -0.4321 -3.0693 0.0615
H -0.3365 -3.4104 1.6728
O -0.0237 -2.9615 0.9170
H -1.7099 -3.0313 -2.0133
H -0.9953 -1.7552 -2.0677
O -0.9089 -2.6220 -1.6416
H 2.7139 2.5533 -1.7004
H 1.2994 3.1423 -2.0553
O 1.7644 2.4428 -1.5836
*
```

***

(2)
Computed, not measured: a 2-piece molecular cluster, C29H53BrIN4O5S overall, with wB97M-V/def2-TZVPD.

The value obtained for the LUMO energy is -2.50 eV. For the HOMO energy, the calculation gives -11.72 eV.

ORCA input file:
```
! wB97M-V def2-TZVPD RIJCOSX def2/J DEFGRID3
* xyz 1 1
C 3.4768 -5.2057 0.2438
C 2.8021 -4.5943 1.4758
C 1.4056 -5.1887 1.7595
C 0.2697 -4.1733 1.9406
C 0.1451 -3.5586 3.3382
C 1.3498 -2.7370 3.8437
C 0.9769 -1.3522 4.4062
C 1.9363 -0.2158 3.9999
C 1.2355 1.0650 3.4928
C 1.3023 1.1501 1.9683
C 0.4777 0.0044 1.3169
N 1.4310 -1.0774 1.0256
C 2.0933 -1.1599 0.0286
S 3.0080 -1.3135 -1.2272
N -0.2786 0.3503 0.1434
C -0.5998 1.7164 -0.2727
C 0.2227 2.0698 -1.5222
C 0.0552 1.0733 -2.6639
C 0.8544 1.4744 -3.8911
I -2.0175 0.8432 -3.1781
C -0.4704 2.7316 0.8680
C -1.5169 2.5575 2.0020
C -2.4263 1.3425 1.8841
O -3.4602 1.3907 1.2851
C -0.5480 4.1749 0.3416
C -1.8401 4.4273 -0.4217
O -2.1743 3.8837 -1.4109
Br -2.9402 5.7908 0.4023
N 0.9633 2.5445 1.3971
N 1.4235 3.6505 2.1755
C 2.8841 3.6945 2.3090
C 3.5708 4.0233 0.9786
C 4.0646 2.8088 0.1795
C 4.9670 3.1981 -1.0008
H 4.5584 -5.0536 0.2625
H 3.1052 -4.7511 -0.6789
H 3.2909 -6.2802 0.1846
H 2.7088 -3.5149 1.3225
H 3.4575 -4.7294 2.3404
H 1.1397 -5.8424 0.9233
H 1.4429 -5.8324 2.6441
H -0.6790 -4.6765 1.7298
H 0.3754 -3.3827 1.1859
H -0.7548 -2.9312 3.3555
H -0.0585 -4.3739 4.0405
H 2.0691 -2.6019 3.0360
H 1.8603 -3.3080 4.6227
H 0.9401 -1.3971 5.4979
H -0.0440 -1.1016 4.0951
H 2.5549 0.0670 4.8529
H 2.6234 -0.5838 3.2329
H 0.1938 1.0373 3.8218
H 1.7022 1.9381 3.9442
H 2.3389 1.0030 1.6612
H -0.1648 -0.4191 2.0933
H -1.0900 -0.2483 0.0618
H -1.6518 1.7281 -0.5694
H -0.0241 3.0681 -1.8897
H 1.3017 2.0286 -1.2902
H 0.3392 0.0810 -2.3256
H 0.4159 2.3393 -4.3928
H 0.8851 0.6586 -4.6134
H 1.8805 1.7228 -3.6000
H -2.1832 3.4225 1.9813
H -1.0426 2.5482 2.9852
H -2.1091 0.4121 2.3912
H 0.2752 4.3974 -0.3429
H -0.4807 4.8683 1.1718
H 1.5250 2.6277 0.5432
H 0.9108 3.6876 3.0469
H 3.0809 4.4571 3.0625
H 3.2934 2.7541 2.7027
H 4.4315 4.6595 1.1984
H 2.8827 4.6180 0.3672
H 3.2196 2.2234 -0.2119
H 4.5956 2.1374 0.8621
H 5.9918 2.8627 -0.8398
H 4.6343 2.7474 -1.9366
H 4.9868 4.2800 -1.1419
C -5.8030 -0.6924 -3.4329
C -5.7946 -0.4114 -4.9190
O -5.3036 -1.5317 -5.6742
C -6.1833 -2.5191 -5.8579
O -7.3156 -2.5410 -5.4502
O -5.5691 -3.5066 -6.5050
C -6.3851 -4.6616 -6.7385
H -4.8100 -1.0000 -3.0989
H -6.0899 0.2080 -2.8882
H -6.5107 -1.4825 -3.1879
H -5.1039 0.3937 -5.1661
H -6.7863 -0.1415 -5.2796
H -7.3015 -4.3840 -7.2541
H -6.6329 -5.1473 -5.7965
H -5.7829 -5.3192 -7.3568
*
```

***

(3)
Computed, not measured: a 2-piece molecular cluster, C3H10NO overall, with wB97M-V/def2-TZVPD.

The value obtained for the LUMO energy (alpha / beta) is -9.38 / -14.70 eV. The expectation value of S² is 0.75. For the HOMO energy (alpha / beta), the calculation gives -22.50 / -22.61 eV.

ORCA input file:
```
! wB97M-V def2-TZVPD RIJCOSX def2/J DEFGRID3
* xyz 2 2
C -0.5569 -2.4901 -0.8445
N -1.3189 -1.4740 -1.0047
H -0.7658 -3.3902 -1.4003
H 0.2150 -2.3643 -0.0956
H -1.2492 -0.6413 -0.3897
H -2.2873 -1.5649 -1.3208
C -0.0178 1.3926 0.2982
O -0.4812 0.2620 0.9544
C 1.5097 1.5182 0.4527
H -0.3264 1.2929 -0.7398
H -0.4060 2.3198 0.7911
H -0.1266 0.3026 1.8738
H 1.8486 2.4157 -0.0867
H 1.8958 1.7579 1.4494
H 2.0669 0.6630 0.0625
*
```

***

(4)
Computed, not measured: C33H35FN5O5S3SbW as an isolated structure, with wB97M-V/def2-TZVPD.

The value obtained for the LUMO energy (alpha / beta) is 0.84 / 0.86 eV. The expectation value of S² is 3.77. For the HOMO energy (alpha / beta), the calculation gives -2.05 / -3.48 eV.

ORCA input file:
```
! wB97M-V def2-TZVPD RIJCOSX def2/J DEFGRID3
* xyz -1 4
W 1.2938 1.0418 -0.3749
O 2.2576 1.4324 1.4800
N 2.8340 2.4796 1.9029
N 2.4010 3.4705 1.0901
O 1.9808 2.9871 -0.1215
C 2.7189 4.8189 1.2923
C 2.0588 5.9231 0.6380
C 2.4624 7.1973 1.0228
C 3.3928 7.3089 2.0831
C 3.9902 6.2637 2.7728
C 3.5989 4.9948 2.3747
H 1.2641 5.7826 -0.1038
H 2.0813 8.1032 0.5402
H 3.6990 8.3131 2.3541
H 4.7482 6.4264 3.5466
H 3.9733 4.0786 2.8669
S -1.0454 4.6275 -2.0856
Sb -1.4726 2.5160 -0.9830
S 0.0862 0.9169 -2.3635
S -0.5743 2.9418 1.2659
F -5.2791 0.0270 0.9855
C -4.3378 -0.9566 0.8404
C -3.0140 -0.5694 0.8562
C -1.9888 -1.5179 0.5538
C -0.6066 -1.1094 0.4833
O -0.2830 0.1290 0.7413
C 0.3496 -2.1722 0.3081
C -0.0621 -3.4829 0.3465
N -1.3741 -3.8411 0.2747
C -1.6840 -5.2346 0.0314
C -0.9306 -6.0004 -1.0096
C -2.3426 -5.6414 -1.2174
C -2.3860 -2.8825 0.4383
C -3.7272 -3.2605 0.4997
C -4.7520 -2.2931 0.5161
N -6.0840 -2.5817 0.1677
C -7.2399 -1.9319 0.8012
C -7.9693 -0.9137 -0.0705
N -8.0467 -1.2918 -1.5539
C -6.8369 -2.0380 -2.1255
C -6.3815 -3.1262 -1.1355
C 1.7783 -1.8696 0.2118
O 2.6696 -2.6616 0.5334
O 2.1150 -0.6966 -0.3025
H -2.7176 0.4533 1.1070
H 0.6465 -4.3053 0.4859
H -2.0259 -5.8258 0.8954
H -0.7197 -7.0592 -0.8215
H -0.1602 -5.4433 -1.5701
H -3.0616 -6.4700 -1.1200
H -2.6011 -4.8686 -1.9486
H -3.9753 -4.3177 0.4418
H -6.9294 -1.3710 1.7035
H -7.9119 -2.7304 1.1349
H -7.4973 0.0637 -0.0057
H -9.0099 -0.8003 0.2773
H -8.0897 -0.4144 -2.0832
H -8.9066 -1.8269 -1.7323
H -6.0603 -1.2821 -2.3032
H -7.1282 -2.4777 -3.0840
H -5.4706 -3.5762 -1.5376
H -7.1249 -3.9360 -1.0002
C 5.0601 2.3969 -2.1058
C 4.5794 1.0637 -1.4700
C 4.7402 -0.2057 -2.3547
C 3.0995 1.2492 -1.5382
C 5.2427 0.8885 -0.0884
C 4.8624 -0.1656 0.7611
C 5.3302 -0.2120 2.0726
C 6.3395 0.6427 2.4928
C 6.9042 1.4956 1.5701
C 6.3067 1.6703 0.3267
H 4.7843 2.4633 -3.1829
H 6.1566 2.5414 -2.0592
H 4.5394 3.2488 -1.6332
H 4.5553 0.0601 -3.3924
H 3.9985 -0.9676 -2.0672
H 5.7585 -0.6413 -2.2446
H 2.8876 1.7158 -2.5321
H 4.1278 -0.9080 0.4516
H 4.8947 -0.9415 2.7416
H 6.7402 0.5595 3.5192
H 7.8031 2.0641 1.8411
H 6.6974 2.4626 -0.3199
*
```

***

Quick rundown of energy relative to the best compared isomer or geometry (same formula, charge and spin), same order as above: 0.0 0.0 358.4 0.0 kJ/mol